This record from the OMol25 dataset describes a 2-piece molecular cluster, C4H9NO overall in a non-equilibrium geometry. The level of theory is ωB97M-V with the def2-TZVPD basis set.

Cartesian coordinates (Å):
C -0.55798 -1.33745 0.31768
C 0.35150 -0.12493 0.17904
C 1.60461 -0.59787 -0.71854
N -0.28217 1.07410 -0.29878
C -1.30351 1.79531 0.43372
O -1.89402 1.47670 1.45928
H -0.04468 -2.13239 0.87285
H -0.89158 -1.77155 -0.64568
H -1.43277 -1.00511 0.86372
H 0.10725 0.74331 1.65192
H 2.32077 0.19991 -0.93598
H 1.29980 -1.01564 -1.71597
H 2.16966 -1.42451 -0.25333
H 0.19316 1.40456 -1.13959
H -1.64005 2.71556 -0.07033

Values from the calculation:
energy relative to the best compared isomer or geometry (same formula, charge and spin): 411.1 kJ/mol
frontier orbital gap: 9.407 eV
LUMO level: 0.78 eV
HOMO energy: -8.63 eV
net charge: 0

So, what does the Mulliken scheme give us? The charges, in e, come out as:
1 C -1.21
2 C 0.37
3 C -1.37
4 N -0.15
5 C -0.07
6 O -0.47
7 H 0.34
8 H 0.32
9 H 0.32
10 H 0.23
11 H 0.39
12 H 0.36
13 H 0.34
14 H 0.20
15 H 0.39


This record from the OMol25 dataset describes C4H6N2O as an isolated structure. The level of theory is ωB97M-V with the def2-TZVPD basis set.

Cartesian coordinates (Å):
N -1.95625 0.36431 -0.05851
C -0.48296 0.15609 0.31499
C 0.01142 -1.11551 -0.15110
O -0.64328 -2.08404 -0.54877
N 1.38956 -0.96406 -0.14088
C 1.72827 0.37664 0.08120
C 0.61088 1.10901 0.30153
H -2.23199 -0.44280 -0.62501
H -2.17910 1.27697 -0.44113
H -1.60518 0.16526 1.04929
H 2.00857 -1.66832 -0.50957
H 2.76719 0.67245 0.14400
H 0.58289 2.15400 0.58397

Values from the calculation:
energy relative to the best compared isomer or geometry (same formula, charge and spin): 330.4 kJ/mol
frontier orbital gap: 7.941 eV
LUMO level: 0.63 eV
HOMO energy: -7.31 eV
net charge: 0

So, what does the Mulliken scheme give us? The charges, in e, come out as:
1 N -0.35
2 C -0.06
3 C 0.20
4 O -0.72
5 N -0.05
6 C -0.51
7 C -0.60
8 H 0.28
9 H 0.26
10 H 0.55
11 H 0.23
12 H 0.40
13 H 0.36


This record from the OMol25 dataset describes a 3-piece molecular cluster, C30H40N3O10S overall in a non-equilibrium geometry. The level of theory is ωB97M-V with the def2-TZVPD basis set.

Cartesian coordinates (Å):
C 2.90909 1.92603 5.22326
C 2.59159 2.60441 3.84574
C 3.66041 3.71667 3.70274
C 2.77891 1.50736 2.75969
C 1.79546 1.48370 1.56019
C 1.74214 0.03145 1.03249
C 1.39025 -0.06528 -0.45821
C 2.53470 0.45690 -1.31723
C 2.25527 0.24921 -2.82744
C 1.49393 1.43961 -3.41616
C 1.37055 1.26109 -4.95082
C 1.40761 2.60111 -5.72422
S 2.76204 2.47666 -6.92284
C 3.27256 4.10938 -7.28748
N 4.51239 4.36858 -7.28477
N 4.62096 5.70786 -7.66371
C 3.45909 6.13075 -7.83454
O 2.51781 5.17275 -7.61852
C 0.39825 1.87671 2.06411
C 0.46535 3.27182 2.69072
C 0.98926 4.35186 1.74717
C -0.99771 3.67274 3.06235
N 1.20620 3.14211 3.96867
O 1.22209 4.26926 4.60044
H 2.79722 0.84503 5.19194
H 3.87906 2.21538 5.61554
H 2.17334 2.28713 5.94199
H 3.30521 4.58296 3.15036
H 3.91667 4.08357 4.69200
H 4.57925 3.32849 3.27098
H 2.79562 0.50104 3.17003
H 3.77279 1.65507 2.33804
H 2.10104 2.12450 0.73809
H 1.08181 -0.57942 1.65208
H 2.74492 -0.38076 1.18325
H 1.28030 -1.13056 -0.68543
H 0.45217 0.46101 -0.64409
H 3.45962 -0.07351 -1.08937
H 2.68851 1.52827 -1.19400
H 3.22642 0.19956 -3.32286
H 1.72501 -0.68831 -3.00119
H 2.09484 2.33168 -3.24585
H 0.48376 1.51601 -3.01606
H 2.23613 0.67063 -5.25761
H 0.49469 0.68508 -5.23907
H 1.50268 3.45352 -5.05652
H 0.45190 2.70658 -6.23256
H 3.17140 7.11553 -8.14354
H 0.15951 1.18143 2.87221
H -0.35612 1.81819 1.28234
H 2.02823 4.18677 1.47603
H 0.39891 4.30920 0.83218
H 0.85709 5.33207 2.19613
H -1.21258 4.70477 2.80484
H -1.13198 3.56131 4.13565
H -1.70889 2.99603 2.59395
C -2.73021 -3.97466 -1.17232
C -1.54741 -3.56694 -0.70083
C -0.25253 -4.07923 -1.25782
O 0.78581 -3.64801 -0.78941
C -0.30304 -5.06603 -2.32517
C -1.48660 -5.47971 -2.79676
C -2.78311 -4.94685 -2.25391
O -3.81984 -5.35535 -2.74153
O -1.59747 -6.38072 -3.76769
O -1.43658 -2.68059 0.29348
H -3.66241 -3.61181 -0.78459
H 0.63613 -5.43990 -2.70786
H -2.55544 -6.49683 -3.91716
H -0.47859 -2.55803 0.43661
C -5.39319 -5.03885 4.33435
C -4.65808 -4.76563 3.24872
C -5.26865 -4.69975 1.87837
O -4.53798 -4.42932 0.94074
C -6.68848 -4.96489 1.73994
C -7.42480 -5.24132 2.82525
C -6.82069 -5.28339 4.20129
O -7.55292 -5.52316 5.14184
O -8.72610 -5.49440 2.76290
O -3.35030 -4.53307 3.30690
H -4.96621 -5.08687 5.32595
H -7.11129 -4.93043 0.74575
H -9.01293 -5.65898 3.68200
H -3.06384 -4.35626 2.38983

Values from the calculation:
frontier orbital gap (alpha / beta): 7.025 / 7.499 eV
LUMO level (alpha / beta): -1.71 / -1.71 eV
2S+1: 2
HOMO energy (alpha / beta): -8.73 / -9.21 eV
net charge: 0

So, what does the Mulliken scheme give us? The charges, in e, come out as:
1 C -1.57
2 C 2.23
3 C -1.77
4 C -2.44
5 C 1.66
6 C -1.60
7 C -0.28
8 C -0.49
9 C -0.99
10 C -0.40
11 C -0.96
12 C -0.58
13 S -0.21
14 C 0.52
15 N -0.31
16 N -0.36
17 C 0.03
18 O -0.28
19 C -1.98
20 C 2.20
21 C -2.23
22 C -1.57
23 N 0.32
24 O -0.58
25 H 0.38
26 H 0.32
27 H 0.37
28 H 0.39
29 H 0.47
30 H 0.38
31 H 0.44
32 H 0.04
33 H 0.21
34 H 0.35
35 H 0.47
36 H 0.24
37 H 0.22
38 H 0.40
39 H 0.23
40 H 0.47
41 H 0.28
42 H 0.36
43 H 0.18
44 H 0.48
45 H 0.41
46 H 0.47
47 H 0.35
48 H 0.42
49 H 0.36
50 H 0.47
51 H 0.46
52 H 0.38
53 H 0.54
54 H 0.32
55 H 0.41
56 H 0.38
57 C -0.79
58 C 0.28
59 C 1.07
60 O -0.62
61 C -1.08
62 C 0.37
63 C 1.11
64 O -0.63
65 O -0.57
66 O -0.57
67 H 0.42
68 H 0.44
69 H 0.36
70 H 0.28
71 C -0.88
72 C 0.30
73 C 0.84
74 O -0.45
75 C -1.12
76 C 0.45
77 C 1.01
78 O -0.61
79 O -0.57
80 O -0.55
81 H 0.43
82 H 0.45
83 H 0.36
84 H 0.27


This record from the OMol25 dataset describes C34H39BrCdN4O2P2 as an isolated structure in a non-equilibrium geometry. The level of theory is ωB97M-V with the def2-TZVPD basis set.

Cartesian coordinates (Å):
Cd -0.44362 -1.59465 0.40755
C -1.29408 1.93094 -0.74917
C -1.54954 0.90928 -1.57453
C -0.98096 0.76290 -2.95831
C 0.31677 -0.06164 -3.15999
C 1.40715 0.14826 -2.15188
C 1.66047 1.28742 -1.48887
C 1.03083 2.62495 -1.73445
C -0.22723 2.96832 -0.88712
C 1.58961 -1.61770 1.01526
H -1.95054 2.07226 0.11402
H -2.26573 0.13033 -1.26484
H -0.81276 1.76249 -3.38302
H -1.76791 0.27517 -3.55940
H 0.07632 -1.13817 -3.19772
H 0.69268 0.16222 -4.17843
H 2.04151 -0.72624 -1.96427
H 2.41705 1.27929 -0.69564
H 0.80560 2.79421 -2.79796
H 1.78938 3.37568 -1.44485
H 0.09050 3.24509 0.13067
H -0.68074 3.89323 -1.28624
H 1.61572 -1.22866 2.03998
H 2.24632 -1.00219 0.39069
H 1.87820 -2.68019 1.03836
P 1.26604 -1.18141 -8.56517
P -1.68533 -0.65180 -8.18211
N 2.72102 -0.22887 -8.41751
N 2.05621 -2.44178 -9.55046
N -1.97422 1.06415 -7.90148
N -3.37206 -1.00709 -8.53117
C 0.44698 -0.21015 -9.92711
C -1.06560 -0.51447 -9.93127
C 3.06804 0.42054 -7.21976
C 4.08449 1.32351 -7.48615
C 4.38677 1.23132 -8.89223
C 3.53979 0.27519 -9.43712
C 2.24192 -3.74233 -9.05212
C 2.67672 -4.56173 -10.08649
C 2.77132 -3.74624 -11.26620
C 2.40624 -2.45482 -10.90325
C -1.83449 1.65879 -6.63782
C -1.95220 3.03605 -6.77654
C -2.16945 3.30666 -8.16958
C -2.19366 2.08718 -8.82771
C -4.31480 -0.31088 -9.30250
C -5.38764 -1.15558 -9.56550
C -5.09980 -2.42265 -8.93847
C -3.87135 -2.30398 -8.31059
H 0.87364 -0.43327 -10.91568
H 0.63157 0.86084 -9.73178
H -1.60172 0.24479 -10.51784
H -1.26916 -1.48883 -10.40898
H 2.54549 0.16578 -6.30772
H 4.56243 1.97724 -6.76885
H 5.13382 1.79865 -9.43062
H 3.44324 -0.08243 -10.45302
H 2.03912 -3.94932 -8.01054
H 2.89938 -5.61969 -10.01498
H 3.05915 -4.06908 -12.25890
H 2.36568 -1.55105 -11.49709
H -1.66938 1.03616 -5.76824
H -1.89160 3.76952 -5.98108
H -2.28914 4.27378 -8.64168
H -2.34824 1.87315 -9.87644
H -4.14939 0.71800 -9.58838
H -6.27010 -0.90601 -10.13718
H -5.72472 -3.30473 -8.95630
H -3.28540 -3.00473 -7.73273
Br -1.50365 2.59832 3.55024
C -1.74788 1.11189 4.67689
C -1.91233 1.35442 6.05291
C -2.04117 0.28685 6.95180
C -1.97729 -1.02719 6.47656
C -1.81972 -1.27209 5.10588
C -1.74604 -0.22166 4.17082
C -1.60125 -0.56347 2.68789
O -1.44231 -1.82441 2.41507
O -1.53863 0.32096 1.78688
H -1.94587 2.37438 6.42519
H -2.17637 0.47965 8.01759
H -2.06308 -1.86917 7.17007
H -1.75046 -2.30845 4.75810

Values from the calculation:
energy relative to the best compared isomer or geometry (same formula, charge and spin): 0.0 kJ/mol
frontier orbital gap: 7.487 eV
LUMO level: -1.05 eV
HOMO energy: -8.53 eV
net charge: 0

So, what does the Mulliken scheme give us? The charges, in e, come out as:
1 Cd 1.06
2 C -0.80
3 C -0.65
4 C -0.38
5 C -0.17
6 C -0.55
7 C -0.19
8 C -0.85
9 C -0.83
10 C -1.24
11 H 0.45
12 H 0.84
13 H 0.14
14 H 0.49
15 H 0.38
16 H -0.29
17 H 0.57
18 H 0.34
19 H 0.39
20 H 0.42
21 H 0.37
22 H 0.34
23 H 0.30
24 H 0.27
25 H 0.39
26 P -0.09
27 P -0.27
28 N 0.33
29 N 0.34
30 N 0.50
31 N 0.36
32 C -0.66
33 C -1.02
34 C -0.39
35 C -0.57
36 C -0.65
37 C -0.12
38 C -0.44
39 C -0.57
40 C -0.78
41 C -0.09
42 C -0.43
43 C -0.37
44 C -1.04
45 C -0.16
46 C -0.12
47 C -0.61
48 C -0.54
49 C -0.42
50 H 0.46
51 H 0.46
52 H 0.40
53 H 0.50
54 H 0.33
55 H 0.41
56 H 0.43
57 H 0.22
58 H 0.41
59 H 0.40
60 H 0.42
61 H 0.31
62 H 0.24
63 H 0.45
64 H 0.43
65 H 0.42
66 H 0.29
67 H 0.43
68 H 0.41
69 H 0.36
70 Br -0.15
71 C 0.18
72 C -0.50
73 C -0.40
74 C -0.55
75 C -0.36
76 C 0.14
77 C 1.05
78 O -0.99
79 O -0.59
80 H 0.39
81 H 0.36
82 H 0.36
83 H 0.32


This record from the OMol25 dataset describes one molecule with the formula C5H8O2. The level of theory is ωB97M-V with the def2-TZVPD basis set.

Cartesian coordinates (Å):
O 2.11185 0.17448 -0.59670
C 1.15764 0.33776 0.43355
C 0.02126 1.30738 0.01605
C -0.97398 0.14859 0.06777
O -2.24688 0.37894 0.56393
C -0.51176 -0.96962 -0.79861
C 0.12654 -0.76479 0.55876
H 2.63890 -0.60806 -0.38928
H 1.63876 0.58899 1.38679
H -0.19923 2.01361 0.82099
H 0.16519 1.83502 -0.93333
H -2.85736 -0.26187 0.17956
H -1.00740 -1.93432 -0.77780
H 0.03454 -0.74732 -1.71448
H 0.03052 -1.53679 1.31360

Values from the calculation:
energy relative to the best compared isomer or geometry (same formula, charge and spin): 216.2 kJ/mol
frontier orbital gap: 9.984 eV
LUMO level: 0.86 eV
structure (SMILES): O[C@H]1C[C@@]2(O)C[C@@H]12
HOMO energy: -9.13 eV
net charge: 0

So, what does the Mulliken scheme give us? The charges, in e, come out as:
1 O -0.56
2 C -0.02
3 C -0.88
4 C 0.59
5 O -0.55
6 C -0.72
7 C -0.38
8 H 0.33
9 H 0.35
10 H 0.30
11 H 0.26
12 H 0.33
13 H 0.34
14 H 0.19
15 H 0.43


This record from the OMol25 dataset describes one molecule with the formula C6H7Cl2N in a non-equilibrium geometry. The level of theory is ωB97M-V with the def2-TZVPD basis set.

Cartesian coordinates (Å):
C 0.65088 -1.21336 0.20200
C 0.25474 -1.07919 -1.08579
C -0.12202 -0.87580 1.36573
C -0.82276 -0.25088 -1.46638
C 0.49000 -0.27143 2.38528
C -0.99516 1.00793 -1.05245
N -0.11649 1.73319 -0.35215
Cl 2.14846 -0.03947 2.54346
Cl -2.23756 1.96495 -1.80390
H 1.50762 -1.71214 0.52272
H 0.86632 -1.64070 -1.76563
H -1.15486 -0.95745 1.70816
H -1.58891 -0.45357 -2.22856
H 0.00862 0.19301 3.27016
H -0.39633 2.72279 -0.25393
H 0.21593 1.36082 0.46602

Values from the calculation:
energy relative to the best compared isomer or geometry (same formula, charge and spin): 169.9 kJ/mol
frontier orbital gap: 8.740 eV
LUMO level: 0.66 eV
structure (SMILES): N\C(Cl)=C/C=C\C=C/Cl
HOMO energy: -8.08 eV
net charge: 0

So, what does the Mulliken scheme give us? The charges, in e, come out as:
1 C -0.49
2 C -0.23
3 C -0.34
4 C -0.65
5 C -0.32
6 C 0.56
7 N -0.41
8 Cl -0.16
9 Cl -0.23
10 H 0.46
11 H 0.39
12 H 0.30
13 H 0.31
14 H 0.36
15 H 0.24
16 H 0.20